# 1
39
Properties=species:S:1:pos:R:3 method="wB97M-V/def2-TZVPD" orbital_gap_ev="7.45 / 6.85" spin_multiplicity=7 s2=12.011 homo_energy_ev="-15.98 / -15.98" charge=+2 lumo_ev="-8.54 / -9.13"
Ni -2.38101 -12.18295 8.14859
Ni -3.02523 -13.45325 10.86832
Ni -2.95661 -15.15924 8.25478
O -1.74352 -13.88466 7.37057
H -0.98838 -14.18543 6.86632
O -2.28630 -15.09352 10.08976
H -1.55778 -15.53757 10.52569
O -3.89728 -13.36083 8.82687
H -4.84276 -13.18857 8.84712
O -1.81299 -12.21176 10.00470
H -0.94356 -12.46362 10.32921
C -10.34356 -11.02948 7.43588
C -10.44767 -12.54401 7.26743
O -9.12296 -13.08324 7.53940
C -8.35681 -13.33449 6.48936
O -8.66260 -13.19232 5.34772
C -6.99322 -13.90719 6.89619
F -7.01289 -14.48929 8.10578
F -6.59551 -14.81267 6.02200
F -6.08962 -12.90355 6.93683
H -10.02978 -10.70575 8.42610
H -11.31142 -10.56199 7.23806
H -9.66253 -10.57165 6.71518
H -10.77433 -12.89499 6.29371
H -11.12076 -12.93686 8.02478
C -6.95521 -11.38114 10.24900
C -5.53238 -10.91810 10.59368
O -5.29769 -9.65307 9.95600
C -4.34311 -9.52403 9.07421
O -3.73361 -10.42125 8.55513
C -4.11414 -8.04332 8.69975
F -4.22011 -7.95355 7.36980
F -4.93318 -7.22050 9.30568
F -2.84262 -7.75613 9.03613
H -7.66474 -10.58124 10.45034
H -7.19032 -12.15379 10.98629
H -7.07077 -11.75399 9.23605
H -4.77192 -11.60888 10.21854
H -5.46847 -10.82015 11.67420



# 2
28
Properties=species:S:1:pos:R:3 method="wB97M-V/def2-TZVPD" orbital_gap_ev=6.85 spin_multiplicity=1 homo_energy_ev=-4.30 charge=-1 lumo_ev=2.55 smiles="C[C@H](I)C[C@](S)(NCCCF)C(=O)[O-]"
C -3.26073 -1.89837 -0.85690
C -1.74271 -1.46276 -1.05806
I -0.61159 -2.67539 0.35915
C -1.68162 0.07150 -0.76755
C -0.24575 0.69419 -0.57930
S 1.06093 -0.06661 -1.63732
N 0.06512 0.66588 0.85400
C 1.35958 1.31085 1.20006
C 2.22935 0.25847 2.00210
C 3.14898 -0.54956 1.04059
F 4.37138 -0.79574 1.74935
C -0.38688 2.22639 -1.04844
O 0.57986 2.73092 -1.63758
O -1.46079 2.84964 -0.83286
H -3.70630 -1.24311 -0.07378
H -3.84583 -1.83909 -1.79514
H -3.27519 -2.91605 -0.40936
H -1.47141 -1.67430 -2.11212
H -2.23026 0.64600 -1.54506
H -2.23672 0.24960 0.18216
H 0.48578 -0.48520 -2.79654
H -0.67034 1.20557 1.30708
H 1.12091 2.11369 1.93866
H 1.90213 1.74961 0.34027
H 2.82452 0.81774 2.75837
H 1.56532 -0.44536 2.55136
H 3.38276 -0.00150 0.10780
H 2.72946 -1.53699 0.75907



# 3
31
Properties=species:S:1:pos:R:3 method="wB97M-V/def2-TZVPD" orbital_gap_ev=10.03 spin_multiplicity=1 homo_energy_ev=-9.65 charge=0 lumo_ev=0.38 smiles="CC(=O)N(C)CCCCOC(=O)OS(=O)(=O)F"
C -3.76855 0.47246 2.10209
C -3.62657 0.02166 0.66829
O -4.59682 -0.37404 0.07418
N -2.33823 0.05756 0.01022
C -1.73175 1.38335 0.20688
C -1.52420 -1.00194 0.60647
C -0.16448 -1.16164 -0.07024
C 0.95560 -0.34602 0.60450
C 2.31159 -1.02839 0.66165
O 3.21501 -0.66934 -0.40484
C 2.63392 -0.55511 -1.58611
O 2.13265 -1.42021 -2.25733
O 2.61865 0.80945 -2.03988
S 3.97531 1.27100 -2.75393
O 3.64932 2.24935 -3.70201
O 4.96382 1.51861 -1.78513
F 4.33775 -0.03712 -3.46025
H -2.92635 1.06185 2.43974
H -3.82812 -0.38232 2.76170
H -4.65749 1.06915 2.21950
H -0.98471 1.52636 -0.56197
H -2.47401 2.16144 0.10577
H -1.23485 1.46562 1.17175
H -1.38471 -0.87008 1.68585
H -2.06826 -1.92623 0.46039
H -0.29701 -0.75308 -1.06616
H 0.10382 -2.19838 -0.20898
H 0.65075 -0.17503 1.62980
H 1.04734 0.64242 0.17588
H 2.80797 -0.70993 1.56392
H 2.20261 -2.10142 0.74826



# 4
25
Properties=species:S:1:pos:R:3 method="wB97M-V/def2-TZVPD" orbital_gap_ev=8.93 spin_multiplicity=1 homo_energy_ev=-12.28 charge=+1 lumo_ev=-3.35
C 1.70242 1.31235 1.85234
C 1.31502 0.58746 0.80246
I 2.76327 -0.88522 0.12100
C 0.31000 1.07724 -0.18889
C -0.86056 1.86269 0.33399
C -0.28994 0.04454 -1.24072
C -0.14885 0.53869 -2.60572
C -0.69614 -1.21208 -1.03043
C -0.64003 -1.86677 0.35939
N -1.36174 -1.40333 1.38444
N 0.31092 -2.77759 0.44439
H 2.45060 0.99784 2.55902
H 1.13359 2.03346 2.38014
H 0.80425 1.98089 -0.77781
H -0.65420 2.86861 0.83318
H -1.22130 1.32857 1.20905
H -1.63296 2.08246 -0.40017
H -0.36797 1.60381 -2.75790
H -0.71989 -0.00901 -3.22189
H 0.97912 0.52373 -2.77072
H -1.15723 -1.85618 -1.81054
H -1.85468 -0.56889 1.24009
H -1.27942 -1.64563 2.36239
H 0.76243 -3.25943 -0.40854
H 0.35328 -3.35821 1.33142



# 5
27
Properties=species:S:1:pos:R:3 method="wB97M-V/def2-TZVPD" orbital_gap_ev="3.63 / 2.83" spin_multiplicity=1 homo_energy_ev="-0.41 / 0.30" charge=-1 lumo_ev="3.22 / 3.13"
C 2.76645 2.16574 0.05780
C 2.69108 1.88830 1.49973
C 1.45207 2.34287 1.95378
C 0.73636 2.91063 0.80199
C 1.61198 2.91680 -0.32936
Mg 1.00180 0.73407 0.19092
P 1.84527 -1.16257 -0.72560
H 3.63875 1.97406 -0.57102
H 3.45901 1.38384 2.08802
H 1.05794 2.26489 2.96814
H 1.40661 3.33968 -1.31302
H -0.24046 3.39733 0.85075
H 1.36721 -2.39336 -0.21530
H 3.24464 -1.37413 -0.64813
H 1.63369 -1.35655 -2.11296
S -0.41442 -0.61632 1.66364
C -1.43169 -1.14897 0.51450
N -2.13563 -0.32330 -0.36327
C -2.97701 -1.14129 -1.20530
C -2.74881 -2.59680 -0.71665
N -1.76075 -2.49301 0.32794
H -2.05759 0.70286 -0.41318
H -2.66305 -1.02208 -2.26355
H -4.04121 -0.84605 -1.08363
H -2.37260 -3.24193 -1.53931
H -3.68301 -3.02308 -0.29178
H -1.38661 -3.28167 0.87485



# 6
26
Properties=species:S:1:pos:R:3 method="wB97M-V/def2-TZVPD" orbital_gap_ev=8.11 spin_multiplicity=1 homo_energy_ev=-7.62 charge=0 lumo_ev=0.49
C -1.90147 0.46029 -0.80853
C 1.20942 1.37634 1.10167
C 1.39331 -1.24006 -0.71332
C -0.01109 1.70125 0.16682
C 0.60025 -0.03893 -1.40632
C 0.57291 0.31319 2.01751
C 0.47459 -1.64696 0.48340
C -0.49430 0.45130 -0.49941
N -2.50733 -0.52715 -1.50819
N -0.20824 -0.52183 1.04360
O -3.69973 -0.45752 -1.73275
O -1.79377 -1.47900 -1.83151
H -2.69643 1.23118 -0.52270
H 1.95093 1.15923 0.39309
H 1.40254 2.35480 1.45934
H 1.54601 -2.10668 -1.43314
H 2.30033 -0.88551 -0.38777
H -0.70384 2.14175 0.96692
H 0.31761 2.38211 -0.49342
H 1.31862 0.74310 -1.69851
H 0.17720 -0.32536 -2.27210
H 1.27046 -0.39515 2.40593
H -0.17281 0.59394 2.71789
H -0.45237 -2.17546 0.13547
H 1.21050 -2.22855 1.10463
H -1.10333 -0.88034 1.31139